Entry 1:
{
  "formula": "C25H33BN9NaO3PSSe2",
  "method": "the ωB97M-V functional and the def2-TZVPD basis",
  "elements": ["Na", "C", "C", "N", "N", "C", "B", "N", "C", "C", "C", "N", "N", "C", "C", "C", "N", "N", "C", "C", "C", "N", "H", "H", "H", "H", "H", "H", "H", "H", "H", "H", "H", "H", "O", "C", "C", "C", "O", "C", "Se", "C", "Se", "H", "H", "H", "H", "H", "H", "H", "H", "H", "H", "C", "P", "C", "C", "C", "C", "C", "C", "C", "H", "H", "H", "H", "H", "H", "H", "H", "H", "H", "H", "O", "S", "N"],
  "positions_angstrom": [[0.38330, -0.40048, 0.15363], [-0.16159, 3.68473, 1.73420], [0.31570, 3.09233, 0.54946], [1.23328, 2.17757, 0.80808], [1.38205, 2.16686, 2.15297], [0.54499, 3.05193, 2.73284], [2.16676, 1.00237, 2.77856], [1.15425, -0.06540, 3.24896], [1.26918, -0.96692, 4.24286], [0.15489, -1.77564, 4.22025], [-0.60186, -1.28266, 3.14530], [0.00207, -0.25284, 2.57206], [3.11524, 0.41107, 1.72543], [4.33299, 0.85714, 1.35205], [4.74904, 0.11107, 0.27352], [3.68435, -0.77888, 0.03888], [2.70566, -0.58251, 0.90490], [3.02637, 1.43050, 4.00093], [4.11137, 0.78163, 4.47687], [4.47204, 1.36820, 5.66972], [3.51777, 2.38513, 5.84355], [2.65083, 2.41194, 4.84358], [-0.90449, 4.45728, 1.84497], [0.03577, 3.27793, -0.47651], [0.52946, 3.16584, 3.80237], [2.12642, -0.96769, 4.89598], [-0.06934, -2.60589, 4.86770], [-1.54461, -1.63460, 2.75443], [4.80945, 1.66933, 1.87631], [5.67539, 0.19873, -0.26832], [3.57658, -1.55412, -0.70595], [4.54269, -0.04176, 3.93251], [5.29741, 1.10321, 6.30851], [3.42593, 3.09833, 6.64884], [0.48063, -5.55652, -4.75757], [-0.40770, -4.72632, -3.97941], [-0.01789, -4.75098, -2.49618], [-0.42471, -6.07162, -1.83192], [-0.24700, -7.22922, -2.66307], [-0.79674, -3.59082, -1.86789], [-0.56192, -3.33448, 0.05997], [1.49181, -4.48568, -2.40296], [2.18317, -4.24721, -0.58582], [0.12251, -5.60442, -5.64705], [-1.43682, -5.09106, -4.08910], [-0.34212, -3.69465, -4.33859], [-1.48816, -6.03889, -1.57487], [0.14107, -6.17956, -0.90482], [0.38457, -6.99565, -3.35405], [-1.86468, -3.75540, -2.04343], [-0.51078, -2.66958, -2.37777], [1.71887, -3.59286, -2.98752], [2.04310, -5.31664, -2.84464], [-2.64772, 1.85211, -1.21523], [-2.28109, 0.08515, -0.85003], [-3.17522, -0.67071, -2.25700], [-3.45576, -0.17710, 0.53960], [-3.28815, 0.59285, 1.69401], [-4.06848, 0.37706, 2.81811], [-5.02522, -0.63144, 2.82205], [-5.18467, -1.42028, 1.69261], [-4.40588, -1.19483, 0.56419], [-2.29345, 2.47887, -0.39617], [-3.71641, 2.02541, -1.36754], [-2.08240, 2.10708, -2.11193], [-4.23682, -0.40949, -2.25081], [-3.05893, -1.75204, -2.24371], [-2.69355, -0.30241, -3.16441], [-2.50876, 1.34798, 1.72943], [-3.90772, 0.98018, 3.70364], [-5.62457, -0.81355, 3.70616], [-5.90807, -2.22737, 1.69071], [-4.53086, -1.83647, -0.29944], [0.25691, -1.36155, -4.45403], [0.86755, -0.58498, -3.33681], [0.12443, 0.47296, -2.64056]],
  "charge": -2,
  "homo_lumo_gap_ev": [4.49, 5.31],
  "e_above_lowest_ev": 1.382,
  "multiplicity": 2,
  "s_squared": 0.7563
}

Entry 2:
{
  "formula": "C25H33BrN6O3PbSeSi",
  "method": "the ωB97M-V functional and the def2-TZVPD basis",
  "elements": ["Pb", "Br", "C", "C", "C", "C", "O", "C", "C", "N", "C", "C", "C", "C", "C", "C", "C", "C", "N", "C", "C", "H", "H", "H", "H", "H", "H", "H", "H", "H", "H", "N", "C", "C", "C", "C", "N", "C", "N", "N", "C", "O", "O", "H", "H", "H", "H", "H", "H", "H", "H", "H", "H", "H", "H", "H", "H", "C", "Si", "C", "C", "Se", "H", "H", "H", "H", "H", "H", "H", "H", "H"],
  "positions_angstrom": [[-0.39007, -0.22253, -0.64043], [5.42392, 0.05594, 4.84198], [3.84093, -0.07192, 3.80853], [2.58905, -0.07343, 4.44562], [1.44809, -0.16819, 3.70162], [1.45117, -0.25585, 2.27180], [0.33501, -0.35766, 1.66292], [2.73778, -0.26433, 1.64978], [3.02337, -0.36760, 0.24361], [2.24002, -0.34380, -0.77781], [2.83167, -0.42182, -2.07501], [4.16482, -0.23873, -2.34255], [4.69485, -0.35668, -3.64444], [3.88850, -0.65417, -4.69931], [2.50138, -0.82252, -4.48233], [1.60917, -1.12578, -5.53776], [0.28069, -1.27450, -5.28869], [-0.16963, -1.10612, -3.96379], [0.62589, -0.81817, -2.96922], [1.96656, -0.68773, -3.18523], [3.90238, -0.18151, 2.45344], [2.53905, -0.01427, 5.52507], [0.47660, -0.21829, 4.17537], [4.09331, -0.49468, 0.07022], [4.85317, 0.01707, -1.55076], [5.75542, -0.20363, -3.79224], [4.28417, -0.74981, -5.70226], [2.00561, -1.24094, -6.53944], [-0.42325, -1.51696, -6.07170], [-1.21857, -1.23107, -3.71501], [4.86985, -0.20244, 1.96617], [-2.96516, 1.17780, -1.06354], [-2.90937, 2.27992, -0.11591], [-4.23160, 3.06112, 0.00095], [-4.29926, 4.22668, 0.98840], [-4.05411, 3.84109, 2.44014], [-2.67135, 3.44058, 2.62902], [-2.32817, 2.94564, 3.76168], [-3.18348, 2.78779, 4.82565], [-1.04101, 2.53588, 3.98232], [-1.76213, 3.18416, -0.59128], [-1.15430, 3.93331, 0.31710], [-1.43833, 3.21183, -1.75293], [-2.97415, 1.53604, -2.01263], [-3.76158, 0.56837, -0.92078], [-2.64924, 1.86440, 0.86081], [-5.00335, 2.33386, 0.27542], [-4.48320, 3.42705, -0.99921], [-5.29698, 4.66524, 0.91562], [-3.59254, 5.01103, 0.70600], [-4.74262, 3.02769, 2.71369], [-4.30219, 4.70316, 3.07517], [-1.56202, 3.80601, 1.22202], [-4.02042, 3.34379, 4.82696], [-2.78117, 2.63131, 5.73465], [-0.48539, 2.38658, 3.15458], [-0.88584, 1.85607, 4.70627], [1.13324, -3.54987, 0.52256], [-0.14161, -4.13089, -0.70607], [0.66308, -4.39921, -2.36587], [-0.92460, -5.72387, -0.15058], [-1.77041, -2.58160, -0.88469], [1.83176, -4.34679, 0.79289], [0.64296, -3.19105, 1.42953], [1.71200, -2.71918, 0.10852], [1.27863, -5.30346, -2.35978], [1.29904, -3.55505, -2.64377], [-0.10422, -4.51200, -3.13418], [-0.18578, -6.52888, -0.11282], [-1.71052, -6.01347, -0.85118], [-1.37547, -5.61895, 0.83713]],
  "homo_lumo_gap_ev": 6.82
}

Entry 3:
{
  "formula": "C25H33CaN4O4",
  "method": "the ωB97M-V functional and the def2-TZVPD basis",
  "elements": ["Ca", "C", "C", "C", "C", "C", "C", "C", "C", "C", "C", "C", "C", "H", "H", "H", "H", "H", "H", "H", "H", "H", "H", "H", "H", "H", "H", "H", "H", "H", "H", "N", "N", "C", "O", "O", "H", "H", "H", "O", "C", "C", "C", "C", "N", "C", "C", "C", "C", "C", "C", "O", "C", "C", "N", "H", "H", "H", "H", "H", "H", "H", "H", "H", "H", "H", "H"],
  "positions_angstrom": [[0.02342, 0.53225, 0.61464], [-2.35823, 3.27310, 1.76254], [-1.71935, 2.02431, 2.31303], [-0.51071, 2.14428, 3.02622], [0.12970, 3.50089, 3.13777], [0.08033, 1.00855, 3.59044], [1.30193, 1.12564, 4.46620], [-0.48395, -0.26212, 3.37279], [0.22423, -1.48088, 3.91065], [-1.68289, -0.38695, 2.65502], [-2.33066, -1.73741, 2.45979], [-2.29739, 0.76049, 2.11141], [-3.53624, 0.60076, 1.26182], [-1.86162, 3.60719, 0.84624], [-2.27417, 4.09142, 2.47580], [-3.41484, 3.13807, 1.55316], [-0.37930, 4.11978, 3.88142], [0.08411, 4.02318, 2.18323], [1.17718, 3.44194, 3.41733], [2.23166, 0.96095, 3.91336], [1.27752, 0.39063, 5.26812], [1.37032, 2.10470, 4.93083], [-0.01312, -1.65079, 4.96411], [1.30682, -1.37103, 3.84826], [-0.04437, -2.38580, 3.37134], [-2.08981, -2.41984, 3.27029], [-2.02513, -2.21925, 1.52490], [-3.41429, -1.65220, 2.43115], [-4.44278, 0.58825, 1.87280], [-3.52011, -0.32957, 0.69642], [-3.64737, 1.40823, 0.54266], [2.54856, 0.85281, 0.96551], [2.56921, 1.17382, -0.42544], [1.68014, 2.22118, -0.87488], [1.85761, 2.65463, -1.99348], [0.75251, 2.48917, -0.02960], [2.92521, 1.61740, 1.52205], [3.13388, 0.03592, 1.09486], [3.48855, 1.26263, -0.83825], [2.31007, -4.49188, -4.12008], [2.47285, -4.75899, -2.74631], [1.83277, -3.65672, -1.95119], [1.90860, -3.66079, -0.56207], [1.30219, -2.63756, 0.13361], [0.64247, -1.63616, -0.45607], [0.56497, -1.62623, -1.79237], [1.14968, -2.62304, -2.56766], [-0.18869, -0.50369, -2.43902], [-0.15679, -0.31120, -3.81311], [-0.87096, 0.73322, -4.37833], [-0.84084, 0.97448, -5.86859], [0.22262, 0.31684, -6.51782], [-1.61537, 1.54866, -3.53827], [-1.58295, 1.30775, -2.18053], [-0.89428, 0.30275, -1.63574], [2.68264, -5.21306, -4.63273], [3.53210, -4.81838, -2.47092], [2.00165, -5.70731, -2.46233], [2.42695, -4.44417, -0.02475], [1.34198, -2.61163, 1.21750], [1.07242, -2.61710, -3.64178], [0.43784, -0.93626, -4.46014], [-0.83193, 2.05133, -6.05953], [-1.76303, 0.57976, -6.30151], [1.02587, 0.83791, -6.41074], [-2.18432, 2.38703, -3.91795], [-2.11507, 1.95811, -1.49604]],
  "charge": 1,
  "homo_lumo_gap_ev": 8.95,
  "e_above_lowest_ev": 0.034
}

Entry 4:
{
  "formula": "C25H33CeI2NOP3",
  "method": "the ωB97M-V functional and the def2-TZVPD basis",
  "elements": ["I", "I", "Ce", "P", "C", "C", "H", "H", "H", "H", "H", "H", "C", "H", "H", "H", "P", "C", "C", "H", "H", "H", "C", "H", "H", "H", "H", "H", "H", "C", "O", "N", "P", "C", "C", "C", "C", "C", "C", "C", "C", "C", "C", "C", "C", "C", "C", "C", "C", "C", "C", "H", "H", "H", "H", "H", "H", "H", "H", "H", "H", "H", "H", "H", "H", "H"],
  "positions_angstrom": [[0.36896, -1.07955, -6.34928], [-0.35835, 1.55668, -5.09820], [0.05428, -0.12489, -2.41323], [-2.82842, -0.06801, -2.52953], [-3.79543, 1.45212, -2.18829], [-3.25886, -0.62009, -4.21794], [-4.33350, -0.79978, -4.32924], [-4.73974, -1.29208, -1.72795], [-2.69169, -1.53261, -4.42764], [-3.27698, -2.32108, -1.72169], [-3.45830, 2.24804, -2.85914], [-2.89784, 0.11899, -4.93710], [-3.66815, -1.32300, -1.50869], [-4.87340, 1.28855, -2.30352], [-3.49894, -1.14480, -0.44497], [-3.59864, 1.78414, -1.16466], [2.85679, -0.03105, -2.44483], [3.74670, 1.52289, -2.04011], [3.55788, -1.33408, -1.35112], [2.82297, -1.47472, -4.35519], [4.45643, -0.69111, -4.17790], [2.98927, 0.17576, -4.83557], [3.37036, -0.55443, -4.11550], [3.07003, -2.28455, -1.59324], [4.64051, -1.48441, -1.43439], [4.83530, 1.42672, -2.05854], [3.43139, 1.85392, -1.04875], [3.29315, -1.10826, -0.31360], [3.42758, 2.30001, -2.73654], [0.16753, 2.31407, -2.60316], [0.34272, 3.46057, -2.49893], [0.49643, 0.07574, -0.39336], [0.41117, -0.09593, 1.21850], [-0.53700, 1.48718, 1.57872], [-0.23185, 2.35314, 2.65700], [-1.03167, 3.45169, 2.95801], [-1.98703, 3.89406, 2.02282], [-2.09060, 3.20314, 0.81126], [-1.44850, 1.97602, 0.64047], [-0.17586, -1.86644, 1.49416], [-0.96438, -2.48842, 0.50234], [-1.77949, -3.55654, 0.83023], [-1.76202, -4.12200, 2.12391], [-0.74447, -3.72432, 2.99125], [0.11028, -2.67906, 2.62379], [1.54478, -0.01401, 2.65282], [0.76843, -0.13407, 3.83189], [1.31869, -0.06662, 5.09129], [2.68633, 0.23975, 5.20390], [3.45597, 0.39069, 4.06324], [2.91317, 0.28220, 2.77051], [0.66498, 2.16307, 3.24554], [-0.88731, 3.97841, 3.89559], [-2.56339, 4.79693, 2.20264], [-2.65458, 3.60772, -0.03278], [-1.65547, 1.44765, -0.29225], [-0.99965, -2.08265, -0.50827], [-2.47053, -3.98087, 0.09089], [-2.45243, -4.92398, 2.40476], [-0.58040, -4.25087, 3.94549], [1.00427, -2.52854, 3.23083], [-0.33132, -0.23911, 3.75011], [0.68533, -0.24025, 5.95964], [3.10819, 0.33226, 6.20442], [4.50872, 0.65435, 4.17150], [3.51762, 0.42571, 1.88757]],
  "charge": 2,
  "homo_lumo_gap_ev": [5.68, 6.52],
  "multiplicity": 2,
  "s_squared": 0.7575
}

What is the formula in the second record? C25H33BrN6O3PbSeSi

Number 2 is which compound? C25H33BrN6O3PbSeSi